Entry 1:
C21H34BrN2O5S | ωB97M-V with the def2-TZVPD basis set

Values from the calculation:
- spin multiplicity = 1
- E_LUMO (eV) = -4.83
- gap between HOMO and LUMO (Eh) = 0.2565
- net charge = +1
- electronic energy (Eh) = -4278.1764
- HOMO (eV) = -11.81

Geometry (Å):
C: -0.45346 2.45578 -2.10775
C: 0.76243 2.50863 -3.12341
C: 1.57158 3.82388 -2.79902
C: 1.65666 1.19549 -3.07508
C: 0.78436 0.01412 -2.51114
N: 1.03195 -0.33152 -1.24302
N: 0.33405 -1.28368 -0.64320
C: -0.60302 -1.85469 -1.37046
C: -1.44313 -2.95037 -0.60825
C: -1.55051 -2.68131 0.94593
C: -0.80086 -3.77389 1.81198
C: 0.75036 -3.55194 1.86676
O: 1.37983 -4.82122 2.24582
C: 1.89652 -5.46649 1.14387
O: 2.92225 -6.06508 1.21395
C: -0.99025 -1.63859 -2.78324
C: -2.11144 -2.38387 -3.52531
C: -1.94181 -3.93470 -3.51943
O: -0.94401 -4.51109 -3.75328
Br: -3.52469 -5.03217 -3.03759
C: -0.19093 -0.57152 -3.42258
S: -0.44153 -0.08430 -5.14276
H: -0.06128 2.17342 -1.09895
H: -0.87961 3.48658 -2.06433
H: -1.28150 1.78010 -2.43357
H: 0.30686 2.66059 -4.13477
H: 2.67737 3.68688 -2.77672
H: 1.35054 4.63313 -3.54037
H: 1.27135 4.23780 -1.79994
H: 1.91252 0.93791 -4.13125
H: 2.55764 1.29781 -2.42895
H: 1.74966 0.15123 -0.69329
H: -2.45547 -3.07282 -1.05629
H: -0.83129 -3.88917 -0.72365
H: -1.28941 -1.64799 1.24994
H: -2.63549 -2.81146 1.21090
H: -1.07885 -4.81281 1.51466
H: -1.17305 -3.64039 2.85984
H: 1.18521 -3.26393 0.87949
H: 1.04093 -2.84030 2.67699
H: 1.32870 -5.39572 0.17749
H: -3.12581 -2.04658 -3.18801
H: -2.04664 -2.05970 -4.60030
H: 0.38903 -0.85973 -5.91380
C: -1.94781 0.15360 5.25965
C: -2.00758 -1.16536 4.53597
O: -1.48389 -1.31428 3.44888
C: -2.74234 -2.29223 5.21373
H: -1.39016 0.87123 4.65807
H: -2.95724 0.53751 5.41732
H: -1.43998 0.02959 6.21763
H: -3.78631 -2.01500 5.36926
H: -2.26924 -2.52300 6.16967
H: -2.70683 -3.18024 4.58261
C: 3.82661 6.24920 1.58368
C: 2.51701 5.73753 1.04407
O: 2.40709 4.60401 0.62287
C: 1.34872 6.68907 1.04810
H: 4.57651 5.46107 1.51999
H: 4.16416 7.10294 0.99341
H: 3.71051 6.53891 2.62945
H: 1.57765 7.56206 0.43435
H: 1.12391 6.99806 2.07030
H: 0.47346 6.18903 0.63309

Entry 2:
C26H25BrNO14P | ωB97M-V with the def2-TZVPD basis set

Values from the calculation:
- spin multiplicity = 1
- SMILES = [H]/N=C/CC(=O)O[C@](CC(=O)Br)(Cc1ccccc1C)P(=O)(O)O.O=C1C=C(O)C(=O)C=C1O.O=C1C=C(O)C(=O)C=C1O
- E_LUMO (eV) = -1.88
- gap between HOMO and LUMO (Eh) = 0.2597
- electronic energy (Eh) = -5029.2421
- HOMO (eV) = -8.95

Geometry (Å):
H: 3.75408 0.15032 -2.10863
N: 3.20287 -0.57119 -2.60051
C: 1.97220 -0.35950 -2.31027
C: 0.78563 -1.19393 -2.87153
C: -0.45280 -1.13543 -1.87430
O: -0.58636 -0.12847 -1.23278
O: -1.31177 -2.24064 -1.87189
C: -1.40527 -2.90986 -0.60105
C: -2.16083 -2.08772 0.53774
C: -3.50470 -1.40429 0.11631
O: -4.46112 -1.61345 0.80520
Br: -3.77865 -0.19628 -1.39977
C: -0.02317 -3.36793 0.02521
C: 1.03884 -3.90369 -0.97726
C: 0.80551 -4.82789 -2.08413
C: 1.86145 -5.30785 -2.99210
C: 3.24732 -4.83187 -2.83262
C: 3.49195 -3.89162 -1.73899
C: 2.43656 -3.41402 -0.82254
C: 2.89644 -2.38894 0.26097
P: -2.41863 -4.48159 -0.88970
O: -1.71753 -5.71407 -0.41372
O: -2.71557 -4.71819 -2.52904
O: -3.90321 -4.47805 -0.16314
H: 1.78474 0.50053 -1.60502
H: 1.05043 -2.23596 -3.17630
H: 0.42650 -0.66258 -3.80291
H: -2.34165 -2.76668 1.41866
H: -1.41957 -1.31763 0.90727
H: 0.36986 -2.46804 0.58557
H: -0.14199 -4.16112 0.82083
H: -0.21382 -5.21742 -2.29110
H: 1.67159 -6.03105 -3.81797
H: 4.02975 -5.18083 -3.54554
H: 4.54018 -3.50546 -1.64372
H: 3.77765 -1.83844 -0.18244
H: 2.12382 -1.58411 0.43573
H: 3.25201 -2.85194 1.21686
H: -1.99502 -4.32774 -3.05862
H: -4.55718 -4.09440 -0.78684
O: 2.61892 6.72629 0.51508
C: 2.67020 5.51294 0.44985
C: 1.55151 4.65268 0.83388
C: 1.66232 3.32500 0.75995
O: 0.64043 2.51495 1.10572
C: 2.91731 2.66902 0.29193
O: 2.97153 1.45085 0.26157
C: 4.02929 3.52419 -0.11629
C: 3.92024 4.85619 -0.04666
O: 4.92826 5.66524 -0.41816
H: 0.64440 5.13497 1.17403
H: 0.96741 1.60546 0.96512
H: 4.92739 3.03685 -0.47073
H: 4.60147 6.57412 -0.27168
O: -3.63972 6.60125 3.30682
C: -3.58602 5.38697 3.23985
C: -4.70418 4.52403 3.62189
C: -4.59159 3.19342 3.54636
O: -5.60780 2.37973 3.88985
C: -3.33061 2.54302 3.07681
O: -3.26218 1.32795 3.03991
C: -2.22271 3.40718 2.67292
C: -2.33656 4.73546 2.74498
O: -1.32356 5.54823 2.37337
H: -5.60979 5.00711 3.96188
H: -5.27592 1.47206 3.74775
H: -1.32129 2.92626 2.31836
H: -1.64928 6.45760 2.51970

Entry 3:
C43H88BO17S7 | ωB97M-V with the def2-TZVPD basis set

Values from the calculation:
- spin multiplicity = 1
- E_LUMO (eV) = 1.54
- gap between HOMO and LUMO (Eh) = 0.1969
- net charge = -1
- electronic energy (Eh) = -5782.4603
- HOMO (eV) = -3.82

Geometry (Å):
C: -3.20508 0.91343 -2.12818
O: -3.22296 2.31502 -2.38421
C: -1.91790 2.87420 -2.33154
C: -0.94976 2.32512 -3.38758
C: -0.15733 3.40695 -4.15699
C: 1.36407 3.29738 -4.02287
C: 1.96674 2.02310 -4.63473
C: 2.16565 0.84480 -3.68329
C: 3.04943 1.15692 -2.45548
C: 2.28766 1.64900 -1.21269
C: 2.56338 0.87180 0.08802
C: 2.47597 -0.65120 0.01532
C: 1.06449 -1.23089 0.12900
C: 0.18023 -1.09775 -1.09668
C: 0.48142 -2.11860 -2.20476
C: -0.60521 -1.86642 -3.29895
O: -1.65766 -2.74548 -3.01269
B: -0.94654 -3.94550 -2.44836
O: 0.22843 -3.39600 -1.72048
H: -3.07555 0.38340 -3.07518
H: -2.36224 0.62114 -1.50208
H: -4.15473 0.60190 -1.70484
H: -1.98818 3.96107 -2.35015
H: -1.51853 2.60911 -1.34323
H: -0.23845 1.69627 -2.86620
H: -1.44226 1.69999 -4.12648
H: -0.47274 4.39187 -3.80137
H: -0.39196 3.37152 -5.22062
H: 1.78118 4.14528 -4.57332
H: 1.64166 3.45460 -2.98100
H: 1.29101 1.68539 -5.42612
H: 2.90093 2.27300 -5.13585
H: 1.23199 0.37978 -3.38772
H: 2.68919 0.07244 -4.25305
H: 3.65367 0.27434 -2.26007
H: 3.74838 1.93216 -2.77780
H: 1.21507 1.71539 -1.36886
H: 2.61178 2.67312 -1.02509
H: 3.54852 1.18847 0.44029
H: 1.84359 1.24388 0.82058
H: 2.95708 -1.07711 -0.86545
H: 3.03290 -1.03508 0.87600
H: 0.57782 -0.86156 1.02960
H: 1.18303 -2.30698 0.28543
H: 0.16534 -0.09056 -1.51588
H: -0.84243 -1.30887 -0.78159
H: 1.45346 -1.95549 -2.68985
H: -0.21599 -2.01996 -4.32337
H: -1.00607 -0.84381 -3.30071
H: -0.64869 -4.65306 -3.42272
H: -1.72292 -4.56334 -1.73148
C: -1.00662 4.16836 3.72312
C: -2.19014 4.33210 2.75868
C: -1.69834 3.94536 1.35804
S: -0.36972 2.76311 1.60740
O: 0.86078 3.36226 1.14249
O: -0.79318 1.46064 1.15709
C: -0.39048 2.81352 3.38942
H: -1.32281 4.21945 4.76403
H: -0.27863 4.96266 3.55261
H: -3.00119 3.66567 3.06115
H: -2.57772 5.34630 2.76717
H: -2.47750 3.48133 0.75741
H: -1.28330 4.80120 0.82733
H: 0.62326 2.69267 3.76426
H: -1.01614 1.99375 3.73920
C: -5.37033 -1.33404 -7.76171
C: -5.22168 -1.52836 -6.24634
C: -3.74507 -1.30981 -5.89570
S: -3.10460 -0.18256 -7.13058
O: -2.11460 -0.87051 -7.92667
O: -2.81920 1.09164 -6.51957
C: -4.60894 -0.05352 -8.09191
H: -6.41536 -1.26459 -8.06243
H: -4.92339 -2.17977 -8.28922
H: -5.83775 -0.79265 -5.72446
H: -5.55297 -2.51581 -5.92995
H: -3.61690 -0.86821 -4.91128
H: -3.17301 -2.23395 -5.95756
H: -4.35991 0.04851 -9.14599
H: -5.14602 0.82902 -7.74525
C: -0.21146 -2.98535 3.90888
C: -1.05015 -3.55884 5.06012
C: -1.52882 -2.37695 5.91211
S: -1.62111 -0.97196 4.79968
O: -0.64117 0.01162 5.21301
O: -3.00082 -0.60204 4.58914
C: -1.00951 -1.81398 3.34955
H: -0.01122 -3.73009 3.13949
H: 0.74493 -2.63146 4.29535
H: -1.91260 -4.09017 4.65188
H: -0.48284 -4.26771 5.66037
H: -2.51027 -2.55707 6.34395
H: -0.81634 -2.13365 6.69662
H: -0.41806 -1.12454 2.75238
H: -1.87270 -2.15549 2.77925
C: 0.65961 9.20035 0.73309
C: 1.50839 9.08676 2.00613
C: 0.55068 9.14832 3.20345
S: -1.01998 8.49960 2.62018
O: -1.99919 9.55636 2.65216
O: -1.27352 7.22246 3.24026
C: -0.50863 8.23963 0.92592
H: 1.23283 8.95458 -0.15933
H: 0.28776 10.22181 0.62489
H: 2.03700 8.13158 2.00581
H: 2.25766 9.87511 2.06406
H: 0.89326 8.54073 4.03725
H: 0.38137 10.17083 3.53547
H: -1.34822 8.43230 0.26212
H: -0.18696 7.20167 0.83397
C: 5.11510 -1.67852 6.73575
C: 5.03324 -2.85479 5.75416
C: 3.98872 -3.83578 6.30142
S: 2.82877 -2.84968 7.25466
O: 2.92805 -3.23521 8.64386
O: 1.55878 -2.81106 6.57840
C: 3.67190 -1.28876 7.03839
H: 5.67353 -0.84177 6.31925
H: 5.61620 -1.99520 7.65360
H: 4.71844 -2.49059 4.77459
H: 5.99817 -3.34289 5.62634
H: 3.44633 -4.34502 5.50837
H: 4.43332 -4.56613 6.97509
H: 3.55961 -0.68985 7.93904
H: 3.21031 -0.78244 6.19045
C: 0.85279 -1.73505 -9.85494
C: 1.65898 -1.59202 -11.15303
C: 1.31449 -2.79349 -12.04210
S: -0.35360 -3.28753 -11.58542
O: -0.29571 -4.60580 -11.00490
O: -1.25531 -2.99102 -12.67407
C: -0.56706 -2.08447 -10.28184
H: 0.87283 -0.82337 -9.26093
H: 1.26736 -2.54208 -9.24731
H: 1.37288 -0.66687 -11.65843
H: 2.73023 -1.54148 -10.96053
H: 1.33015 -2.54331 -13.10007
H: 1.97245 -3.63940 -11.85226
H: -1.16434 -2.51032 -9.48125
H: -1.07643 -1.22204 -10.70950
C: 0.66223 -7.07983 10.80554
C: 1.24469 -5.66120 10.87219
C: 0.71947 -4.89214 9.65540
S: -0.86165 -5.63177 9.23941
O: -0.75453 -6.26156 7.94646
O: -1.92780 -4.70778 9.53667
C: -0.82113 -6.90731 10.49557
H: 0.81431 -7.62578 11.73615
H: 1.14624 -7.64062 10.00273
H: 0.91016 -5.17330 11.79038
H: 2.33375 -5.67065 10.88519
H: 0.57413 -3.83826 9.87023
H: 1.37401 -5.00500 8.79995
H: -1.29616 -7.80786 10.11335
H: -1.36722 -6.53343 11.36127

Entry 4:
C4H7N3 | ωB97M-V with the def2-TZVPD basis set

Values from the calculation:
- spin multiplicity = 1
- E_LUMO (eV) = 0.68
- gap between HOMO and LUMO (Eh) = 0.3261
- energy above the lowest of the compared OMol25 structures with the same formula, charge and spin (kcal per mole) = 83.9
- electronic energy (Eh) = -320.7497
- HOMO (eV) = -8.20

Geometry (Å):
C: 0.70561 -1.31867 0.50976
C: -0.17775 0.78193 1.31744
C: -0.74687 1.82221 0.70702
C: -0.24396 0.49586 -0.81533
H: 0.77395 -1.80828 -0.73877
H: 0.00857 -2.06855 1.10628
H: 1.89663 -1.45846 1.02145
H: 0.09639 0.58513 2.47615
H: -1.05875 2.68518 1.29020
H: 0.30223 -0.99244 -2.20759
H: -0.48428 0.19694 -2.68401
N: 0.10228 -0.06988 0.39387
N: -0.60256 1.68461 -0.58138
N: -0.57150 -0.53558 -1.79509